Entry 1:
{
  "formula": "C2H2BrIO",
  "method": "wB97M-V/def2-TZVPD",
  "species": ["C", "C", "O", "Br", "I", "H", "H"],
  "xyz": [[2.00302, -0.43466, -1.00242], [1.03893, 0.38839, 0.48395], [2.53855, 0.05366, -1.92237], [0.50455, 2.07163, -0.22044], [1.73173, -2.50345, -0.79757], [1.95178, 0.57312, 1.19133], [0.10572, -0.19932, 0.73948]],
  "forces_ev_per_a": [[-1.9348, 1.0992, 1.8178], [2.8155, -0.5326, -1.8469], [-0.2542, 0.3661, 0.8559], [-0.1576, 0.3384, 0.0688], [0.0685, -0.8993, 0.0898], [-2.2920, -0.7538, -0.8905], [1.7546, 0.3820, -0.0949]],
  "largest_force_ev_per_a": 3.409,
  "homo_energy_ev": -9.4
}

Entry 2:
{
  "formula": "C6H11N",
  "method": "wB97M-V/def2-TZVPD",
  "species": ["C", "C", "C", "C", "C", "C", "N", "H", "H", "H", "H", "H", "H", "H", "H", "H", "H", "H"],
  "xyz": [[1.62056, 1.39003, 0.26919], [0.22960, 0.87921, 0.16915], [-0.98677, 1.42848, 0.15637], [-1.74354, 0.13978, 0.12726], [-0.27633, -0.54601, 0.06984], [-0.00695, -1.22296, -1.26815], [0.02435, -1.40929, 1.18950], [2.21498, 1.04554, -0.57813], [2.10282, 1.03218, 1.18067], [1.62356, 2.47813, 0.28268], [-1.33448, 2.44720, 0.13599], [-2.24922, -0.12521, 1.05180], [-2.39503, -0.02795, -0.72908], [1.04638, -1.49562, -1.34594], [-0.25594, -0.55300, -2.08705], [-0.60782, -2.12680, -1.36008], [0.30833, -2.33653, 0.90216], [0.68551, -0.99718, 1.83382]],
  "forces_ev_per_a": [[-0.1211, 0.0091, -0.0945], [-0.1174, 0.2447, 0.1534], [0.3477, 0.1115, -0.0293], [0.6979, -0.6714, -0.0479], [-1.1120, 0.2493, -0.2464], [0.0554, 0.1115, 0.2930], [0.0016, -0.0870, 0.0538], [0.1007, 0.0087, -0.0142], [0.0655, -0.0073, 0.0155], [0.0783, 0.0501, 0.0101], [0.0235, 0.2606, 0.0498], [-0.1025, -0.0125, 0.0401], [-0.0717, -0.0738, -0.0973], [0.0706, -0.0292, -0.0592], [-0.0461, 0.0244, -0.0975], [-0.0356, -0.1056, -0.0289], [0.1546, 0.1298, 0.1656], [0.0104, -0.2129, -0.0660]],
  "smiles": "CC1=CC[C@]1(C)N",
  "largest_force_ev_per_a": 1.166,
  "homo_energy_ev": -8.7
}

Entry 3:
{
  "formula": "C3H3N3O",
  "method": "wB97M-V/def2-TZVPD",
  "species": ["N", "C", "C", "C", "O", "H", "H", "H", "N", "N"],
  "xyz": [[2.32270, -0.19175, 0.44370], [1.15948, -0.53793, 0.25179], [-0.10496, -0.96347, 0.08420], [-1.50880, -0.31285, 0.32658], [-1.86991, 0.42670, 1.20737], [2.84741, 0.32765, -0.26877], [-0.18250, -1.94404, -0.38784], [-2.25810, -0.59726, -0.45817], [0.21692, 2.23299, -0.47644], [-0.62223, 1.55996, -0.72244]],
  "forces_ev_per_a": [[-1.4475, -0.4026, -0.2326], [-0.2578, 0.3454, 0.1411], [-0.1217, 0.1683, 0.2935], [0.5082, -0.4933, 0.3175], [0.6494, -0.7626, -0.0764], [-0.4270, -0.2431, 0.1827], [0.0616, 0.1992, 0.0295], [0.6166, -0.2395, 0.2782], [-1.5653, -1.0948, -0.4411], [1.9835, 2.5230, -0.4923]],
  "smiles": "N=C=CC=O.N#N",
  "largest_force_ev_per_a": 3.247,
  "homo_energy_ev": -9.6
}

Entry 4:
{
  "formula": "C17H20F6N7O4OsS3",
  "method": "wB97M-V/def2-TZVPD",
  "species": ["Os", "N", "C", "C", "C", "C", "C", "C", "N", "C", "C", "C", "S", "C", "N", "H", "H", "H", "H", "H", "H", "H", "F", "C", "F", "F", "S", "O", "O", "N", "S", "O", "O", "C", "F", "F", "F", "C", "N", "C", "C", "N", "N", "C", "C", "H", "H", "H", "H", "H", "H", "H", "H", "H", "H", "H", "H", "H"],
  "xyz": [[0.47671, -0.54827, -0.83829], [-0.97044, 2.40015, -3.18551], [-0.23309, 3.30660, -2.40745], [-0.07949, 4.67399, -2.51290], [0.75504, 5.27015, -1.57627], [1.39652, 4.51962, -0.57969], [1.23126, 3.15134, -0.47603], [0.39844, 2.54641, -1.41741], [0.01606, 1.21527, -1.59938], [-0.79590, 1.18925, -2.69827], [-1.20796, -0.10732, -3.19596], [-1.91598, -0.52535, -4.27589], [-1.88338, -2.22984, -4.37337], [-0.91818, -2.31331, -2.98403], [-0.65196, -1.14137, -2.46007], [-1.50767, 2.63751, -4.00967], [-0.57470, 5.25164, -3.28229], [0.91798, 6.33847, -1.61559], [2.04018, 5.03112, 0.12318], [1.73154, 2.58282, 0.29371], [-2.44094, 0.06045, -5.01579], [-0.54194, -3.24218, -2.57735], [1.63531, -2.35093, 2.20954], [2.08853, -3.48314, 1.65983], [3.15624, -3.90075, 2.27078], [1.13074, -4.39109, 1.66833], [2.46323, -3.10087, -0.11917], [1.15336, -2.55199, -0.61647], [2.92867, -4.24983, -0.78049], [3.53501, -1.91398, -0.01351], [3.08803, -0.49370, -0.35553], [2.05032, 0.10268, 0.55049], [2.41224, -0.40292, -1.70297], [4.67575, 0.53723, -0.23827], [4.32789, 1.74988, -0.60640], [5.02617, 0.49068, 1.01803], [5.55593, 0.01630, -1.03295], [-2.57144, 0.85664, 2.97495], [-1.45927, 0.35553, 2.14908], [-0.37173, 1.31267, 1.98215], [-1.51139, -0.83421, 1.57451], [-0.88620, -1.11896, 0.34871], [-2.23463, -1.81439, 2.11241], [-2.41757, -1.94224, 3.56688], [-2.77840, -2.93603, 1.33442], [-2.73795, 1.89571, 2.69430], [-2.33038, 0.82183, 4.03627], [-3.47718, 0.29246, 2.77684], [-0.17862, 1.77318, 2.95054], [-0.65861, 2.10019, 1.28222], [0.53825, 0.82076, 1.66519], [-1.20259, -2.04381, 0.06012], [-1.71621, -1.30455, 4.09491], [-2.20818, -2.97865, 3.82930], [-3.43923, -1.70993, 3.86432], [-3.04691, -2.62392, 0.32607], [-3.69462, -3.26595, 1.81922], [-2.08665, -3.78107, 1.31065]],
  "forces_ev_per_a": [[-0.2732, 0.3986, -0.2519], [0.0492, -0.1660, 0.1238], [0.1416, -0.1120, 0.2034], [0.0898, 0.2370, 0.0586], [-0.0607, -0.1261, -0.0493], [-0.0427, 0.1590, -0.0943], [-0.1694, -0.1903, -0.1473], [0.1658, 0.4481, 0.1358], [-0.0771, -0.5892, 0.1057], [-0.0174, -0.0018, -0.1006], [0.0305, -0.0456, -0.0170], [-0.0114, 0.0138, 0.0676], [0.0439, -0.0254, -0.0184], [-0.0479, -0.0195, -0.0034], [0.0103, -0.0115, 0.0994], [-0.0055, -0.0036, -0.0115], [0.0162, 0.0161, 0.0170], [-0.0166, -0.0049, -0.0155], [-0.0028, -0.0074, 0.0007], [0.0120, -0.0155, -0.0080], [0.0094, 0.0025, 0.0057], [-0.0126, -0.0033, -0.0089], [-0.0123, -0.0439, 0.0319], [-0.0607, 0.0652, -0.0554], [0.0642, -0.0102, 0.0104], [-0.0254, -0.0068, 0.0217], [0.1987, 0.0601, 0.0460], [0.0169, 0.1207, -0.1143], [-0.0096, -0.0051, 0.0154], [-0.0017, -0.1722, 0.0396], [-0.1670, 0.0386, -0.0271], [0.3042, -0.0503, -0.0632], [0.1665, -0.0299, 0.1228], [-0.1802, 0.0507, -0.0070], [0.0127, -0.0045, 0.0145], [0.0598, 0.0214, -0.0187], [0.0678, -0.0520, -0.0436], [-0.0297, 0.0677, 0.0151], [-0.0050, -0.0080, -0.0181], [0.0309, 0.0017, -0.0569], [0.0418, 0.0541, 0.3189], [-0.0993, 0.0088, -0.2971], [0.0342, -0.0662, -0.1631], [-0.0221, -0.0684, 0.0714], [0.0023, -0.0504, 0.0322], [0.0212, -0.0048, -0.0207], [-0.0089, 0.0015, -0.0096], [0.0147, 0.0105, -0.0057], [-0.0113, 0.0006, 0.0028], [-0.0048, -0.0045, -0.0163], [-0.1029, 0.0442, 0.0889], [-0.1253, 0.0627, 0.0124], [0.0020, -0.0261, -0.0093], [0.0051, -0.0008, -0.0151], [0.0141, 0.0129, 0.0021], [-0.0345, 0.0022, -0.0002], [-0.0005, 0.0112, 0.0016], [0.0124, 0.0162, 0.0020]],
  "largest_force_ev_per_a": 0.604,
  "homo_energy_ev": [-17.6, -17.6],
  "total_charge": 3
}

Entry 5:
{
  "formula": "F2H2O4Si",
  "method": "wB97M-V/def2-TZVPD",
  "species": ["O", "O", "O", "O", "F", "F", "Si", "H", "H"],
  "xyz": [[-0.02951, -0.25522, 1.58195], [0.18471, -1.61618, -0.88995], [1.24847, 1.40523, -0.91754], [-1.88234, -0.19308, -0.44147], [2.05789, 1.51563, 0.22445], [-2.71494, 0.73021, 0.15197], [-0.36292, -0.46598, 0.05389], [0.73779, 0.25873, 1.85829], [0.76086, -1.37934, -1.62159]],
  "forces_ev_per_a": [[-0.2807, -0.2277, 0.1919], [-0.2135, -0.4551, 0.3009], [-2.6351, -2.1786, -0.0335], [-0.4938, -0.8323, -0.9800], [0.7865, 0.0473, 1.2482], [0.0653, 0.4729, 0.6826], [2.3677, 2.8848, -1.1698], [0.2221, 0.1265, -0.1544], [0.1817, 0.1622, -0.0859]],
  "largest_force_ev_per_a": 3.911,
  "homo_energy_ev": -9.3
}

Entry 6:
{
  "formula": "BH22O9",
  "method": "wB97M-V/def2-TZVPD",
  "species": ["B", "H", "H", "H", "H", "O", "H", "H", "O", "H", "H", "O", "H", "H", "O", "H", "H", "O", "H", "H", "O", "H", "H", "O", "H", "H", "O", "H", "H", "O", "H", "H"],
  "xyz": [[-0.49490, 0.15003, 0.29346], [0.14784, 0.69056, 1.14029], [0.15344, -0.77979, -0.08219], [-1.45389, -0.17880, 0.92367], [-0.73296, 0.92663, -0.56109], [2.05928, -1.22349, 1.30910], [1.70079, -1.67022, 2.08036], [1.26420, -0.90929, 0.81636], [1.71339, 2.04314, 3.05460], [1.41895, 1.54190, 2.28121], [2.63494, 2.24134, 2.87299], [-1.16136, 2.69730, 1.99329], [-0.47846, 2.47168, 2.63312], [-1.08416, 1.97606, 1.34747], [3.31090, 0.19979, -1.09416], [4.15664, 0.37049, -0.67100], [2.84132, -0.35536, -0.45696], [1.25520, 1.87980, -1.96040], [2.13654, 1.57361, -1.69438], [0.65452, 1.24713, -1.54391], [-1.39794, -2.54272, 1.95689], [-1.24810, -1.65493, 1.58321], [-0.81716, -3.11734, 1.45188], [-3.27270, 1.20979, -2.08336], [-3.28412, 0.89050, -2.98919], [-2.95585, 0.45630, -1.57828], [-0.80943, -0.50024, -2.59488], [-0.54954, -0.41989, -1.65332], [-0.04119, -0.89059, -3.02013], [-2.14960, -2.96119, -1.47800], [-1.47233, -3.34970, -0.91910], [-2.04430, -2.01251, -1.35754]],
  "forces_ev_per_a": [[0.1157, 0.2424, 1.0136], [0.6409, 0.2568, 0.1465], [-0.0821, -0.6335, -0.5945], [-0.6798, -0.2925, -0.2271], [-0.3807, 0.3191, -0.2764], [0.1450, -0.0390, -0.3010], [-0.0145, 0.0373, 0.0617], [0.2893, -0.0761, 0.5582], [-0.0101, -0.0763, 0.0593], [0.0078, -0.0940, -0.0614], [0.0163, 0.0410, -0.0290], [-0.1336, -0.0725, 0.0159], [0.0271, 0.1914, 0.0628], [-0.1247, 0.3458, 0.1171], [0.2585, -0.1682, 0.0407], [0.0192, 0.0047, 0.0284], [0.0388, -0.0229, 0.1111], [0.3385, 0.0852, -0.1252], [-0.3144, -0.0290, -0.0577], [0.0085, 0.3453, -0.0617], [0.1637, -0.0584, 0.1401], [-0.1441, -0.1181, -0.0232], [0.0238, 0.0054, -0.0056], [-0.4349, 0.0878, -0.0210], [0.1890, -0.0277, -0.0329], [0.2106, 0.0693, 0.0871], [0.0022, -0.2309, 0.1217], [-0.1121, 0.1349, -0.5595], [-0.0095, -0.0412, -0.0850], [-0.1544, -0.3285, -0.0079], [-0.0403, 0.0587, 0.0694], [0.1404, 0.0835, -0.1646]],
  "largest_force_ev_per_a": 1.049,
  "homo_energy_ev": -7.2,
  "total_charge": -1
}